Record 1
C27H42BeIN8O9P as an isolated structure at a distorted geometry. Source: OMol25; level of theory: ωB97M-V with the def2-TZVPD basis set.

LUMO: -0.01237 hartree
HOMO level: -9.2 eV

Last column: Löwdin charge in e.
Element x y z (Å)
Be  1.02  -0.53  0.01  0.05
O  6.33  1.48  -1.38  0.12
C  6.48  1.56  -0.07  -0.51
O  7.46  2.04  0.44  0.08
C  5.39  1.00  0.76  -0.05
C  5.44  0.97  2.14  -0.01
N  4.33  0.34  2.55  0.02
N  3.55  -0.05  1.54  0.12
C  4.16  0.35  0.44  -0.12
C  3.49  0.16  -0.88  -0.46
O  4.15  0.36  -1.90  0.07
O  2.26  -0.19  -0.92  0.02
H  5.48  1.04  -1.64  0.04
H  6.19  1.37  2.80  0.14
H  4.00  0.16  3.49  0.16
N  2.42  -3.98  1.04  0.21
C  1.57  -3.00  1.36  -0.57
O  1.41  -2.05  0.59  0.05
C  0.82  -3.13  2.65  -0.51
I  -1.26  -3.28  2.19  0.93
H  2.95  -3.88  0.19  0.13
H  2.60  -4.76  1.63  0.12
H  0.92  -2.21  3.21  0.02
H  1.09  -4.01  3.23  0.05
O  -0.28  -1.00  -0.86  -0.18
P  -1.39  -0.56  -1.78  0.65
N  -2.60  0.22  -0.97  -0.16
C  -3.73  0.87  -1.66  -0.19
C  -4.90  0.72  -0.69  -0.16
C  -4.23  0.69  0.68  -0.16
C  -2.97  -0.13  0.41  -0.20
N  -0.88  0.21  -3.12  -0.17
C  -1.77  0.64  -4.19  -0.21
C  -0.85  0.76  -5.40  -0.17
C  0.46  1.25  -4.78  -0.15
C  0.53  0.50  -3.45  -0.16
N  -2.14  -1.91  -2.44  -0.18
C  -1.25  -2.74  -3.28  -0.18
C  -1.55  -4.19  -2.88  -0.16
C  -2.98  -4.11  -2.35  -0.17
C  -2.98  -2.78  -1.61  -0.21
H  -3.93  0.39  -2.62  0.10
H  -3.50  1.92  -1.84  0.12
H  -5.42  -0.22  -0.87  0.11
H  -5.62  1.53  -0.79  0.11
H  -4.85  0.22  1.44  0.11
H  -3.97  1.70  1.00  0.11
H  -3.19  -1.20  0.52  0.07
H  -2.16  0.10  1.10  0.09
H  -2.22  1.62  -3.97  0.11
H  -2.58  -0.08  -4.34  0.10
H  -1.25  1.44  -6.16  0.11
H  -0.71  -0.22  -5.86  0.11
H  0.41  2.32  -4.59  0.12
H  1.32  1.04  -5.40  0.11
H  1.00  1.08  -2.66  0.09
H  1.10  -0.44  -3.56  0.12
H  -0.20  -2.49  -3.12  0.11
H  -1.48  -2.57  -4.34  0.11
H  -0.87  -4.50  -2.09  0.11
H  -1.46  -4.87  -3.73  0.11
H  -3.24  -4.94  -1.69  0.11
H  -3.69  -4.08  -3.18  0.11
H  -2.56  -2.91  -0.60  0.05
H  -3.99  -2.36  -1.51  0.11
C  -2.02  0.91  4.28  -0.07
C  -0.67  1.53  4.64  -0.18
C  0.16  1.95  3.42  -0.30
C  1.48  2.59  3.93  -0.15
C  2.40  3.17  2.85  -0.07
C  -0.57  2.99  2.62  -0.43
O  -1.27  3.86  3.10  0.10
N  -0.33  2.93  1.27  0.22
C  0.24  1.87  0.57  -0.51
O  0.39  2.01  -0.63  0.07
N  0.59  0.73  1.25  0.18
C  0.57  0.71  2.61  -0.41
O  0.91  -0.28  3.25  0.02
H  -2.55  0.61  5.19  0.08
H  -1.89  0.03  3.65  0.06
H  -2.64  1.64  3.76  0.07
H  -0.08  0.81  5.21  0.12
H  -0.83  2.41  5.25  0.12
H  2.01  1.82  4.49  0.11
H  1.21  3.38  4.63  0.12
H  2.57  2.46  2.04  0.06
H  3.37  3.42  3.29  0.08
H  1.99  4.09  2.43  0.08
H  -0.70  3.67  0.69  0.17

=====

Record 2
C27H42BiF6NO4S2Si3 as an isolated structure. Source: OMol25; level of theory: ωB97M-V with the def2-TZVPD basis set.

charge: -2
LUMO: 0.14578 hartree
HOMO level: -1.4 eV

Last column: Löwdin charge in e.
Element x y z (Å)
Bi  -0.36  -0.84  -0.03  1.34
F  3.65  6.53  3.04  -0.15
C  3.38  5.49  2.11  -0.42
F  2.84  4.50  2.98  -0.15
F  2.16  5.99  1.54  -0.18
S  1.03  3.62  0.41  0.84
O  1.21  1.87  0.24  -0.54
O  1.15  4.08  -0.96  -0.43
N  -0.56  3.62  0.88  -0.40
S  -1.67  2.84  0.13  0.51
O  -1.66  2.78  -1.31  -0.30
O  -2.05  1.58  0.77  -0.43
C  -3.12  3.88  0.57  -0.67
F  -2.97  5.16  0.22  0.12
F  -3.37  3.85  1.89  0.11
F  -4.22  3.42  -0.06  0.10
C  -0.36  -1.85  3.60  -0.24
Si  0.28  -0.44  2.51  0.45
C  -0.42  1.08  3.33  -0.20
C  2.16  -0.30  2.82  -0.28
C  2.61  -0.86  4.02  -0.12
C  3.90  -0.67  4.48  -0.10
C  4.78  0.11  3.75  -0.10
C  4.35  0.66  2.55  -0.09
C  3.06  0.46  2.05  -0.20
Si  2.74  1.26  0.36  0.36
C  2.96  -0.07  -0.96  -0.17
C  4.02  2.56  0.01  -0.18
H  -0.21  -1.61  4.66  0.03
H  0.09  -2.82  3.40  0.02
H  -1.43  -1.94  3.43  0.00
H  -0.09  1.11  4.37  0.04
H  -1.52  1.08  3.30  0.03
H  -0.10  1.99  2.83  0.01
H  1.92  -1.45  4.61  0.08
H  4.21  -1.12  5.42  0.09
H  5.78  0.31  4.12  0.09
H  5.05  1.28  2.00  0.08
H  4.01  -0.09  -1.28  0.03
H  2.35  0.15  -1.83  0.03
H  2.72  -1.08  -0.61  -0.01
H  5.03  2.15  0.01  0.03
H  3.98  3.40  0.72  0.00
H  3.82  2.98  -0.98  0.04
C  2.21  -5.24  -0.55  -0.12
C  1.41  -4.74  -1.57  -0.11
C  0.70  -3.56  -1.38  -0.18
C  0.75  -2.85  -0.18  -0.43
C  1.58  -3.36  0.82  -0.16
C  2.30  -4.54  0.64  -0.10
H  2.76  -6.16  -0.70  0.09
H  1.35  -5.26  -2.52  0.09
H  0.09  -3.18  -2.20  0.08
H  1.69  -2.83  1.76  0.06
H  2.93  -4.92  1.44  0.09
C  -3.81  -1.01  1.49  -0.20
Si  -2.78  -1.94  0.20  0.56
C  -3.60  -1.53  -1.51  -0.66
C  -3.75  0.00  -1.60  -0.12
C  -4.99  -2.14  -1.68  -0.11
C  -2.73  -1.97  -2.69  -0.13
C  -3.02  -3.82  0.62  -0.64
C  -2.08  -4.19  1.78  -0.12
C  -4.45  -4.11  1.07  -0.11
C  -2.67  -4.74  -0.56  -0.10
H  -4.88  -1.07  1.29  0.03
H  -3.51  0.04  1.48  0.01
H  -3.63  -1.39  2.50  0.02
H  -4.45  0.38  -0.84  0.08
H  -4.15  0.27  -2.59  0.09
H  -2.81  0.53  -1.46  0.04
H  -5.67  -1.85  -0.87  0.07
H  -4.97  -3.23  -1.72  0.05
H  -5.43  -1.79  -2.62  0.08
H  -1.74  -1.51  -2.65  0.04
H  -3.19  -1.67  -3.63  0.08
H  -2.59  -3.06  -2.71  0.06
H  -2.31  -3.62  2.68  0.06
H  -1.04  -4.02  1.52  0.05
H  -2.21  -5.26  2.02  0.08
H  -4.71  -3.54  1.97  0.07
H  -4.54  -5.18  1.31  0.08
H  -5.19  -3.88  0.30  0.06
H  -1.65  -4.57  -0.91  0.06
H  -3.36  -4.60  -1.40  0.06
H  -2.75  -5.79  -0.24  0.08

=====

Record 3
C27H42CeCl3N4O3SSi as an isolated structure at a distorted geometry. Source: OMol25; level of theory: ωB97M-V with the def2-TZVPD basis set.

<S²>: 0.75
LUMO (alpha / beta): 0.01166 / 0.01165 hartree
HOMO level (alpha / beta): -5.1 / -8.2 eV
multiplicity: 2

Last column: Löwdin spin population.
Element x y z (Å)
C  2.92  -2.31  -3.58  0.00
C  2.10  -1.78  -4.71  0.00
H  3.04  -3.39  -3.66  0.00
H  2.42  -2.13  -2.63  0.00
H  3.91  -1.86  -3.53  0.00
C  1.94  -2.37  -5.90  0.00
C  2.53  -3.65  -6.37  0.00
H  1.30  -1.87  -6.62  0.00
H  2.58  -4.39  -5.57  0.00
H  3.56  -3.50  -6.70  0.00
H  1.99  -4.09  -7.20  0.00
Ce  0.35  -0.38  3.97  1.01
Cl  1.89  1.10  4.85  -0.01
Cl  1.63  -0.93  2.15  0.00
C  0.20  1.87  2.16  0.00
O  -0.51  1.16  2.90  0.00
N  -0.28  2.83  1.38  0.00
C  -1.69  2.88  1.02  0.00
C  0.58  3.86  0.84  0.00
H  1.28  1.73  2.12  0.00
H  -2.25  2.26  1.71  0.00
H  -1.83  2.51  0.01  0.00
H  -2.05  3.91  1.07  0.00
H  1.58  3.75  1.25  0.00
H  0.21  4.85  1.11  0.00
H  0.63  3.79  -0.24  0.00
H  0.58  -5.01  2.55  0.00
H  -0.41  -3.31  0.72  0.00
C  -0.37  -4.93  3.07  0.00
C  -1.33  -3.56  1.24  0.00
N  -1.06  -3.72  2.66  0.00
H  -0.18  -4.90  4.14  0.00
C  -1.25  -2.72  3.51  0.00
O  -1.22  -1.52  3.19  0.00
H  -2.04  -2.75  1.11  0.00
H  -1.47  -3.03  4.53  0.00
H  -0.97  -5.81  2.84  0.00
H  -1.73  -4.49  0.83  0.00
O  0.07  -0.70  -3.94  0.00
C  1.38  -0.48  -4.44  0.00
C  0.17  0.44  -6.46  0.00
C  1.31  0.38  -5.68  0.00
H  -0.71  -0.11  -6.16  0.00
C  0.15  1.22  -7.62  0.00
H  1.96  0.07  -3.69  0.00
C  2.44  1.10  -6.07  0.00
H  -0.75  1.26  -8.22  0.00
C  1.27  1.94  -8.00  0.00
C  2.42  1.87  -7.22  0.00
H  3.34  1.04  -5.47  0.00
H  1.26  2.54  -8.89  0.00
H  3.30  2.43  -7.51  0.00
Si  -0.64  0.17  -2.69  0.00
Cl  1.02  -2.18  5.27  0.00
C  -2.47  -0.15  -2.91  0.00
C  -0.25  1.99  -2.86  0.00
C  -0.07  -0.45  -1.01  0.00
H  -2.76  -0.06  -3.95  0.00
H  -3.06  0.55  -2.32  0.00
H  -2.73  -1.16  -2.58  0.00
H  -0.31  -1.51  -0.88  0.00
H  -0.57  0.10  -0.21  0.00
H  1.00  -0.33  -0.88  0.00
H  -0.41  2.34  -3.88  0.00
H  0.78  2.22  -2.59  0.00
H  -0.89  2.58  -2.21  0.00
N  -1.67  -2.03  7.01  0.00
C  -1.65  -0.62  6.97  0.00
N  -1.03  0.20  6.04  0.00
C  -1.17  1.51  6.46  0.00
C  -0.68  2.65  5.81  0.00
C  -0.84  3.92  6.42  0.00
C  -1.50  4.05  7.64  0.00
C  -2.03  2.92  8.27  0.00
C  -1.86  1.68  7.66  0.00
S  -2.37  0.22  8.24  0.00
H  -2.19  -2.50  7.76  0.00
H  -1.10  -2.62  6.44  0.00
H  -0.17  2.60  4.87  0.00
H  -0.43  4.80  5.93  0.00
H  -1.61  5.02  8.11  0.00
H  -2.55  3.00  9.22  0.00

=====

Record 4
C27H42ClINOP2ReSi2Te as an isolated structure. Source: OMol25; level of theory: ωB97M-V with the def2-TZVPD basis set.

charge: +3
<S²>: 3.79
LUMO (alpha / beta): -0.33827 / -0.41145 hartree
HOMO level (alpha / beta): -16.3 / -16.6 eV
multiplicity: 4

Last column: Löwdin spin population.
Element x y z (Å)
Re  -0.42  -0.30  -0.69  1.87
Cl  -0.21  -7.04  0.76  0.09
C  -0.73  -5.49  0.35  0.17
C  -2.06  -5.26  0.08  -0.02
C  -2.54  -3.99  -0.27  0.13
I  -4.52  -3.68  -0.65  0.08
C  -1.62  -2.92  -0.35  0.10
O  -1.95  -1.71  -0.65  0.25
C  -0.24  -3.15  -0.07  0.04
N  0.57  -2.06  -0.18  0.04
C  1.87  -2.21  0.08  0.02
C  2.42  -3.43  0.44  0.02
C  1.61  -4.55  0.55  0.03
C  0.24  -4.42  0.28  0.02
H  -2.75  -6.09  0.15  0.00
H  2.50  -1.34  -0.04  0.00
H  3.48  -3.50  0.64  0.00
H  2.02  -5.51  0.83  0.00
C  0.93  2.92  -1.43  0.01
P  1.46  1.26  -0.93  0.03
C  2.58  1.54  0.46  0.00
C  2.47  0.59  -2.28  0.01
C  3.80  0.94  -2.42  0.00
C  4.54  0.45  -3.50  0.00
C  3.94  -0.38  -4.43  0.00
C  2.61  -0.74  -4.29  0.00
C  1.86  -0.26  -3.22  0.01
P  0.11  -0.68  -3.04  0.01
C  -0.81  0.30  -4.25  0.00
C  -0.09  -2.39  -3.60  0.00
H  1.81  3.54  -1.62  0.00
H  0.33  3.38  -0.65  0.00
H  0.34  2.87  -2.35  0.00
H  3.37  2.24  0.19  0.00
H  3.04  0.61  0.79  0.00
H  2.02  1.96  1.29  0.00
H  4.29  1.59  -1.71  0.00
H  5.58  0.73  -3.60  0.00
H  4.52  -0.76  -5.27  0.00
H  2.16  -1.39  -5.03  0.00
H  -0.78  1.36  -4.01  0.00
H  -1.85  -0.03  -4.28  0.00
H  -0.38  0.16  -5.24  0.00
H  0.11  -2.49  -4.67  0.00
H  -1.12  -2.71  -3.42  0.00
H  0.59  -3.05  -3.06  0.00
C  -5.11  2.18  -0.36  0.00
Si  -3.34  1.96  0.14  0.01
C  -2.51  3.58  0.55  0.00
C  -2.41  1.21  -1.36  0.03
C  -3.20  0.69  1.52  0.01
Te  -1.22  0.01  1.99  0.02
C  -0.43  1.77  2.90  0.00
Si  0.57  1.39  4.50  0.00
C  -0.57  0.55  5.70  0.00
C  1.96  0.23  3.97  0.00
C  1.23  3.01  5.12  0.00
H  -5.21  2.88  -1.20  0.00
H  -5.69  2.59  0.47  0.00
H  -5.57  1.24  -0.65  0.00
H  -2.60  4.27  -0.29  0.00
H  -1.45  3.46  0.78  0.00
H  -2.97  4.06  1.41  0.00
H  -2.51  1.86  -2.23  0.00
H  -2.74  0.21  -1.66  0.01
H  -1.28  1.28  -1.28  0.01
H  -3.74  -0.23  1.27  0.00
H  -3.60  1.04  2.48  0.00
H  -1.32  2.38  3.11  0.00
H  0.14  2.30  2.15  0.00
H  -0.86  -0.45  5.39  0.00
H  -1.48  1.13  5.87  0.00
H  -0.08  0.45  6.67  0.00
H  1.61  -0.55  3.28  0.00
H  2.39  -0.27  4.83  0.00
H  2.77  0.78  3.48  0.00
H  0.42  3.68  5.42  0.00
H  1.83  3.53  4.37  0.00
H  1.86  2.86  6.00  0.00